(1)
{"formula": "C3H3NO2", "method": "the ωB97M-V functional and the def2-TZVPD basis", "symbols": ["O", "C", "N", "O", "C", "C", "H", "H", "H"], "positions_angstrom": [[2.033, 0.179, 0.059], [0.725, -0.115, 0.090], [0.286, -1.343, 0.005], [-1.090, -1.230, -0.065], [-1.419, 0.066, -0.015], [-0.324, 0.843, 0.131], [2.501, -0.625, -0.210], [-2.452, 0.309, -0.205], [-0.260, 1.916, 0.211]], "atomic_forces_ev_per_a": [[0.07, -0.15, 0.07], [-0.17, -0.18, -0.07], [0.30, 0.33, -0.04], [-0.21, 0.09, -0.11], [0.04, 0.13, -0.11], [-0.06, -0.04, -0.12], [0.04, 0.07, 0.15], [-0.04, -0.11, 0.32], [0.03, -0.14, -0.09]], "homo_ev": -9.9478, "spin_multiplicity": 1, "smiles": "Oc1ccon1", "total_charge": 0, "gap_ev": 10.827}

***

(2)
{"formula": "C3H3NO2", "method": "the ωB97M-V functional and the def2-TZVPD basis", "symbols": ["C", "C", "C", "H", "H", "H", "N", "O", "O"], "positions_angstrom": [[0.704, -0.013, 0.065], [-0.043, 1.089, -0.035], [-1.300, 0.602, -0.034], [2.376, -0.878, 0.300], [0.061, 2.198, 0.011], [-2.378, 0.977, 0.069], [-0.064, -1.139, -0.118], [1.936, 0.098, -0.019], [-1.408, -0.647, 0.077]], "atomic_forces_ev_per_a": [[-4.77, -3.27, -1.92], [-3.79, 5.00, 0.34], [-4.17, 3.28, 1.10], [-1.51, 3.86, -1.50], [0.79, -1.35, -0.07], [2.00, 0.64, -0.40], [1.22, 0.49, 2.10], [7.72, -5.01, 1.67], [2.52, -3.63, -1.32]], "homo_ev": -9.4539, "spin_multiplicity": 1, "smiles": "Oc1ccon1", "total_charge": 0, "gap_ev": 10.007}

***

(3)
{"formula": "C3H3NO2", "method": "the ωB97M-V functional and the def2-TZVPD basis", "symbols": ["C", "C", "C", "N", "O", "O", "H", "H", "H"], "positions_angstrom": [[-1.633, 0.238, 0.254], [-0.303, 0.948, 0.315], [0.783, -1.144, -0.656], [0.782, 0.037, -0.004], [-1.700, -0.830, -0.239], [1.043, -1.152, 0.719], [-0.442, 1.731, -0.349], [-0.113, 1.573, 1.283], [1.583, -1.402, -1.323]], "atomic_forces_ev_per_a": [[-0.20, -0.90, -0.02], [0.50, -0.77, 3.44], [-0.48, 0.33, 0.60], [0.95, 3.40, -1.43], [-0.61, 0.15, 0.15], [-0.39, -1.38, 1.32], [0.42, 1.30, -2.09], [-0.31, -1.78, -1.36], [0.13, -0.33, -0.61]], "homo_ev": [-8.2664, -8.9768], "spin_multiplicity": 1, "total_charge": 0, "gap_ev": [8.182, 8.666]}